C13H25AuN2O5Se2 as an isolated structure in a non-equilibrium geometry. Source: the Open Molecules 2025 dataset; level of theory: wB97M-V/def2-TZVPD.

Geometry as XYZ:
```
48
Properties=species:S:1:pos:R:3:forces:R:3:nbo_charge:R:1
Au -1.1506 -0.1265 0.0926 -1.13 0.54 -0.15 0.93
N -2.1277 -0.3757 2.2280 0.29 0.65 -0.72 -0.83
C -2.0684 -1.7835 2.5787 -0.12 -1.03 -0.59 -0.37
C -2.2238 -2.7124 1.3042 -0.05 0.17 2.03 0.77
O -2.5263 -3.8652 1.5331 -0.09 -0.40 -0.07 -0.66
O -2.0091 -2.1689 0.1935 0.78 0.84 -1.64 -0.80
H -1.7184 0.2162 2.9436 -0.09 0.07 -0.13 0.39
H -3.0902 -0.0799 2.0898 0.15 0.09 -0.03 0.40
H -2.8397 -2.0851 3.2922 0.14 0.09 -0.02 0.21
H -1.0872 -2.0127 2.9947 0.01 0.04 0.10 0.20
O -0.8029 4.2560 -2.0416 -0.20 0.79 -0.12 -0.75
C -0.5397 3.1355 -2.8555 0.29 -0.63 -0.26 -0.09
C -1.7935 2.2443 -2.9076 0.09 0.46 -0.11 -0.16
C -2.7525 2.7815 -4.0010 0.01 -0.57 0.03 -0.04
O -2.7963 4.1784 -4.0593 -0.12 0.57 0.15 -0.72
C -1.4100 0.8124 -3.2860 -0.01 -0.27 0.48 -0.58
Se -0.0088 -0.0592 -2.2055 -1.19 0.33 1.05 0.07
C -2.5622 2.3208 -1.5862 0.22 -0.09 0.20 -0.56
Se -1.4696 2.3639 0.0430 0.36 -1.62 -0.13 -0.03
H 0.0263 4.6871 -1.8202 -0.01 0.00 0.02 0.48
H 0.2902 2.5445 -2.4416 -0.21 0.21 -0.07 0.20
H -0.2787 3.4504 -3.8726 0.00 -0.03 0.01 0.18
H -3.7620 2.3747 -3.8277 0.13 -0.08 -0.05 0.16
H -2.4186 2.4438 -4.9875 -0.02 -0.02 0.07 0.18
H -2.6582 4.5321 -3.1699 0.06 0.08 -0.18 0.48
H -1.0228 0.8047 -4.3062 0.10 -0.09 -0.02 0.23
H -2.2821 0.1569 -3.2418 0.00 0.11 -0.17 0.23
H -3.2480 1.4764 -1.4970 -0.05 0.18 -0.05 0.23
H -3.1368 3.2491 -1.5372 0.00 -0.10 0.05 0.23
O 1.2941 -0.5890 0.2459 0.73 -0.49 0.38 -0.65
C 2.1457 -0.4934 1.1121 -0.28 0.58 0.07 0.73
C 1.8266 -0.3415 2.5738 -0.06 -0.19 -0.08 -0.51
C 2.3246 -1.6538 3.2348 -0.13 -0.10 0.06 -0.40
C 2.4407 -2.8736 2.2903 0.19 -0.07 0.18 -0.43
C 3.7476 -2.9733 1.4822 -0.20 0.01 -0.32 -0.41
C 3.8167 -1.9810 0.3127 0.16 -0.45 0.11 -0.22
N 3.4765 -0.6714 0.8478 0.45 0.49 -0.11 -0.63
H 0.7493 -0.2191 2.6767 0.00 0.02 0.01 0.21
H 2.3187 0.5274 3.0097 0.02 0.06 -0.01 0.23
H 1.6277 -1.9083 4.0347 0.08 0.02 0.07 0.22
H 3.2987 -1.4865 3.7028 -0.05 -0.01 0.04 0.20
H 1.5871 -2.9091 1.6112 -0.12 -0.07 -0.02 0.22
H 2.3835 -3.7704 2.9101 -0.08 0.03 -0.01 0.23
H 3.8481 -3.9876 1.0966 0.08 -0.09 0.01 0.22
H 4.5926 -2.7907 2.1533 0.05 -0.05 0.01 0.19
H 3.0980 -2.2294 -0.4715 0.12 0.04 0.07 0.22
H 4.8215 -1.9504 -0.1136 -0.13 -0.03 -0.09 0.21
H 4.0700 -0.4579 1.6428 -0.19 0.00 -0.03 0.37
```
Positions in Å, forces in eV/Å.

=====

The molecule C13H25ClFO4PS in a non-equilibrium geometry. Source: the Open Molecules 2025 dataset; level of theory: wB97M-V/def2-TZVPD.

Geometry as XYZ:
```
46
Properties=species:S:1:pos:R:3:forces:R:3:nbo_charge:R:1
C -1.4379 2.3095 -2.8294 0.20 -0.08 0.11 -0.63
C -0.4440 3.4347 -2.2914 -1.53 -1.87 0.31 -0.70
P 0.2776 2.9289 -0.6120 0.76 1.52 0.39 0.79
C -1.2304 2.7595 0.4842 -0.82 0.12 -0.34 -0.95
C 1.1019 1.2678 -0.9392 -0.12 -0.30 -0.22 -0.53
C 2.6882 1.3466 -0.9983 -1.09 0.62 0.00 0.09
Cl 3.2457 3.0002 -1.4766 0.09 -0.93 0.10 -0.02
O 3.1052 0.4336 -2.0215 -0.48 -0.87 1.37 -0.70
S 3.5975 -1.0556 -1.4347 3.10 0.14 0.49 1.72
O 4.8043 -0.7702 -0.6078 -2.66 -0.69 -1.13 -0.89
O 2.4573 -1.6567 -0.3625 0.04 1.33 -0.20 -0.72
C 1.1109 -1.2623 -0.6972 -1.45 -0.24 -0.41 0.11
C 0.0913 -2.4435 -0.4643 2.12 0.01 0.15 -0.42
C 0.1407 -3.0661 0.9774 -0.98 -0.76 -0.55 -0.44
C -1.3285 -3.4073 1.4260 0.34 -0.13 -0.59 -0.05
O -1.9282 -2.4213 2.2628 -0.15 -0.33 -0.69 -0.55
C -2.9895 -1.7346 1.6255 -0.86 0.70 0.65 -0.26
C 0.6717 0.0980 0.0064 0.30 -0.35 -0.74 -0.29
C 1.1764 0.2395 1.4706 -0.63 -0.63 1.69 0.18
C 0.0630 -0.0002 2.5644 0.16 0.82 -0.40 -0.65
F 1.6785 1.5289 1.7416 -0.04 -0.12 -0.66 -0.38
H -2.3351 2.7451 -3.3187 0.67 -0.28 0.05 0.22
H -0.9271 1.6059 -3.5252 -0.39 0.60 0.29 0.21
H -1.8270 1.6719 -2.0010 0.25 0.50 -0.45 0.19
H -1.0853 4.3244 -2.1145 0.87 -0.23 -0.07 0.23
H 0.3461 3.6022 -3.0438 -0.30 0.25 0.61 0.24
H -2.1871 2.6069 -0.0756 0.68 -0.20 0.41 0.22
H -1.1411 2.0099 1.2924 0.08 0.34 -0.58 0.24
H -1.3529 3.7457 0.9903 0.30 -0.65 -0.37 0.25
H 0.8031 0.9654 -1.9731 0.23 0.22 0.72 0.24
H 3.1589 1.0767 -0.0352 -0.13 0.41 -0.55 0.23
H 1.1041 -1.1189 -1.8070 -0.22 0.21 0.77 0.19
H -0.9125 -2.1217 -0.7988 0.49 -0.02 0.36 0.21
H 0.4415 -3.2414 -1.1621 -0.50 0.53 0.32 0.22
H 0.6662 -4.0461 0.8987 -0.21 0.74 0.09 0.22
H 0.7106 -2.4729 1.7136 -0.54 -0.18 -0.35 0.22
H -1.9437 -3.4832 0.4950 0.46 -0.16 0.60 0.16
H -1.3824 -4.4069 1.9049 0.11 0.67 0.11 0.18
H -3.6062 -1.2882 2.4396 0.43 -0.24 -0.55 0.20
H -3.6696 -2.3912 1.0420 0.53 0.15 0.27 0.18
H -2.6646 -0.8894 0.9757 0.07 -0.55 0.22 0.16
H -0.4418 0.0574 0.0217 0.70 0.14 -0.06 0.23
H 2.0019 -0.4516 1.7366 -0.25 0.40 -0.69 0.19
H 0.1248 0.8334 3.3004 0.13 -0.55 -0.49 0.24
H -0.9419 0.0776 2.0994 0.56 -0.46 0.50 0.20
H 0.2091 -0.9405 3.1210 -0.33 0.41 -0.46 0.23
```
Positions in Å, forces in eV/Å.

=====

A 2-piece molecular cluster, C13H25N3O9S overall in a non-equilibrium geometry. Source: the Open Molecules 2025 dataset; level of theory: wB97M-V/def2-TZVPD.

Geometry as XYZ:
```
51
Properties=species:S:1:pos:R:3:forces:R:3:nbo_charge:R:1
O -0.9255 1.4280 -3.0636 -1.16 -0.99 0.53 -0.58
C -1.7095 0.5370 -2.7823 1.21 1.14 -0.40 0.77
O -2.7028 0.6764 -1.8675 0.73 -0.50 -0.83 -0.68
C -1.5726 -0.8216 -3.4976 -1.80 0.02 0.37 -0.02
O -2.3778 -1.8251 -2.8356 0.01 1.10 -0.02 -0.74
C -1.9765 -0.6555 -4.9803 -0.34 -0.05 -0.67 0.07
O -3.3916 -0.4410 -5.0929 0.43 -0.02 0.22 -0.74
C -1.5546 -1.8330 -5.8891 0.13 0.06 -0.21 -0.02
O -1.4598 -1.3020 -7.2306 -0.44 -0.67 0.70 -0.72
C -2.5260 -3.0368 -5.8822 0.02 -1.52 -0.35 0.63
O -3.2541 -3.2268 -6.8504 0.10 0.54 0.15 -0.64
N -2.5046 -4.0469 -4.9416 0.81 1.89 0.61 -0.33
O -1.6017 -4.1022 -3.8385 -0.23 -0.27 -1.03 -0.57
H -2.5918 1.5663 -1.4960 -0.05 -0.03 0.05 0.51
H -0.5197 -1.1157 -3.4458 -0.25 0.02 0.08 0.23
H -3.2556 -1.4241 -2.6499 0.69 -0.45 -0.25 0.51
H -1.4519 0.2319 -5.3594 0.12 -0.21 0.08 0.22
H -3.6345 -0.3787 -6.0371 0.37 -0.08 0.54 0.50
H -0.5682 -2.1957 -5.5833 0.02 -0.03 0.04 0.20
H -1.8568 -1.9440 -7.8572 0.04 0.30 0.66 0.50
H -3.0622 -4.8679 -5.1768 0.42 0.24 0.59 0.40
H -1.7794 -3.3448 -3.2215 -0.81 -0.51 -0.81 0.50
C 4.4356 -0.5180 3.9916 -0.28 0.27 -0.09 -0.42
N 4.4727 0.4429 2.8887 0.46 -0.92 0.73 -0.60
C 3.5158 1.3059 2.5330 -0.24 1.03 -0.79 0.67
O 3.7363 2.1198 1.6426 -0.40 0.05 0.18 -0.64
C 2.1435 1.2854 3.2301 -0.22 -0.17 0.07 -0.14
C 1.0124 1.0454 2.2132 -0.12 0.16 -0.11 -0.41
C -0.3829 1.0720 2.8528 0.49 -0.14 0.02 -0.53
S -1.7474 0.6545 1.7301 0.02 0.04 0.02 0.18
C -1.6356 -1.1552 1.7291 0.28 0.17 0.11 -0.74
N 1.9347 2.5475 3.9504 0.40 -0.32 -1.42 -0.61
C 1.7408 2.6432 5.2646 -0.12 -0.36 1.74 0.68
C 1.5843 4.0367 5.8254 -0.04 -0.09 -0.11 -0.71
O 1.6955 1.6728 6.0081 0.04 -0.19 -0.22 -0.64
H 3.7422 -1.3289 3.7615 0.08 -0.09 0.14 0.20
H 4.1181 -0.0220 4.9127 0.04 -0.15 -0.03 0.22
H 5.4305 -0.9375 4.1501 -0.14 0.11 -0.12 0.22
H 5.3301 0.5230 2.3628 -0.13 0.12 -0.02 0.41
H 2.1105 0.4587 3.9372 -0.05 0.32 0.37 0.24
H 1.0518 1.8087 1.4346 0.13 -0.08 -0.10 0.23
H 1.1694 0.0730 1.7460 0.12 -0.03 -0.14 0.21
H -0.5677 2.0764 3.2333 -0.23 -0.06 0.01 0.23
H -0.4026 0.3859 3.7003 -0.16 0.02 0.11 0.22
H -1.7503 -1.5308 2.7463 -0.03 -0.03 -0.05 0.22
H -2.4290 -1.5647 1.1028 0.05 0.17 0.03 0.24
H -0.6702 -1.4671 1.3303 -0.08 -0.10 -0.02 0.21
H 1.9963 3.3986 3.4144 0.09 -0.07 -0.15 0.41
H 0.7540 4.5352 5.3293 0.01 0.22 -0.02 0.22
H 2.5047 4.5943 5.6637 -0.02 0.19 -0.03 0.23
H 1.3836 3.9663 6.8939 0.03 -0.03 -0.17 0.25
```
Positions in Å, forces in eV/Å.

=====

An isolated ion of composition C13H25N6O5 and charge +1 in a non-equilibrium geometry. Source: the Open Molecules 2025 dataset; level of theory: wB97M-V/def2-TZVPD.

Its energy above the lowest of the compared OMol25 structures with the same formula, charge and spin is 4.04 kcal per mole. As for the net charge: +1.

Geometry as XYZ:
```
49
Properties=species:S:1:pos:R:3:forces:R:3:nbo_charge:R:1
C 3.8509 -0.4258 -3.1131 0.12 0.75 -0.75 -0.42
N 2.7577 0.2102 -2.4527 -1.16 1.05 1.10 -0.57
C 1.6638 -0.4486 -2.0155 0.69 0.25 0.10 0.69
O 1.5754 -1.6652 -2.0492 -0.11 -0.89 0.12 -0.70
C 0.4763 0.4168 -1.6153 -0.11 0.26 1.46 -0.11
C -0.7799 0.0295 -2.3939 -0.89 0.37 -0.05 -0.41
C -1.8498 -0.8838 -1.7724 0.74 -0.38 1.15 -0.41
C -1.3795 -2.2633 -1.2029 -0.70 0.49 0.26 -0.23
N -1.0700 -2.2494 0.2530 -0.87 0.44 -2.16 -0.57
C -0.1051 -2.8769 0.8448 0.11 0.53 -0.70 0.67
N 0.9567 -3.3283 0.2474 0.72 -0.44 -1.98 -0.78
N -0.1518 -2.9913 2.1284 -0.89 -0.04 3.21 -0.76
N 0.1896 0.4781 -0.1443 -0.02 0.14 -0.28 -0.62
C 1.0811 0.7937 0.8199 2.01 -0.13 -0.50 0.67
O 2.2956 0.7913 0.5894 -1.13 0.27 0.35 -0.63
C 0.5930 1.1141 2.2589 -0.55 1.12 0.31 -0.12
C 1.5039 2.2144 2.9161 0.74 -0.70 -0.13 -0.51
C 1.0714 2.6372 4.3360 -1.71 0.87 -0.65 0.79
O 0.2324 3.5158 4.5306 1.38 -1.32 -0.36 -0.60
O 1.5995 1.9169 5.3294 0.30 0.00 -0.67 -0.66
N -0.8072 1.6083 2.3176 0.11 -0.22 0.09 -0.62
C -1.9184 0.8452 2.1987 -0.54 1.44 0.11 0.72
C -3.2344 1.5741 2.4115 0.42 -0.67 -0.61 -0.71
O -1.9100 -0.3346 1.9017 0.47 -1.01 -0.02 -0.72
H 3.8198 -1.4715 -2.9902 -0.28 -1.20 0.11 0.23
H 3.7560 -0.1623 -4.1586 0.35 -0.26 -0.44 0.20
H 4.8052 -0.0913 -2.7591 0.43 0.39 0.35 0.21
H 2.8315 1.2107 -2.2293 -0.10 -0.90 -0.24 0.41
H 0.7520 1.4020 -1.9470 -0.01 0.71 0.09 0.21
H -0.4651 -0.3970 -3.3189 0.39 -0.54 -0.71 0.23
H -1.2871 0.9488 -2.7222 0.05 -0.11 0.35 0.23
H -2.6338 -1.0814 -2.4928 0.07 -0.02 -0.38 0.24
H -2.3781 -0.3602 -0.9663 0.06 0.00 0.02 0.20
H -2.2242 -2.9404 -1.2990 -0.07 -0.16 -0.13 0.21
H -0.5608 -2.6755 -1.7799 0.17 0.09 0.10 0.24
H -1.7202 -1.7967 0.8765 -0.24 0.20 -0.18 0.45
H 1.6486 -3.8592 0.7291 0.31 -0.06 0.10 0.41
H 1.1528 -2.9237 -0.6609 0.47 -0.15 -0.29 0.46
H 0.5135 -3.6040 2.5397 0.20 -0.07 0.80 0.41
H -0.9520 -2.6387 2.6487 0.45 -0.41 -0.08 0.43
H -0.7559 0.3942 0.1802 -0.29 -0.09 -0.39 0.41
H 0.6887 0.2219 2.8598 -0.16 -0.51 0.05 0.23
H 1.4744 3.0652 2.2466 -0.13 0.45 0.19 0.24
H 2.5662 1.8803 2.9068 -0.88 -0.03 0.09 0.27
H 1.2596 2.2850 6.1527 -0.14 0.09 0.32 0.51
H -0.9779 2.5608 2.6422 0.42 -0.32 -0.10 0.43
H -3.1428 2.1347 3.3132 -0.29 0.65 0.64 0.24
H -4.0088 0.8197 2.4909 -0.09 0.02 0.15 0.25
H -3.4829 2.2184 1.5640 0.20 0.06 0.15 0.25
```
Positions in Å, forces in eV/Å.

=====

The molecule C13H25NO3 in a non-equilibrium geometry. Source: the Open Molecules 2025 dataset; level of theory: wB97M-V/def2-TZVPD.

Its energy above the lowest of the compared OMol25 structures with the same formula, charge and spin is 9.75 kcal per mole.

Geometry as XYZ:
```
42
Properties=species:S:1:pos:R:3:forces:R:3:nbo_charge:R:1
C 3.6533 -2.6523 -0.3451 -0.77 -0.83 -0.26 -0.29
O 4.8658 -1.8319 -0.4988 -1.64 0.72 2.04 -0.56
C 4.8697 -0.6987 0.4748 0.25 1.23 -0.69 -0.08
C 3.9482 0.5726 -0.1009 0.22 -0.15 0.27 -0.46
C 2.8578 1.0449 1.0310 -0.43 -0.36 0.40 -0.41
C 1.5054 1.7724 0.3983 0.50 0.07 0.70 -0.45
C 0.3811 0.5827 0.2373 -0.88 1.28 -0.64 0.09
O 0.9003 -0.1352 -0.9737 -1.91 1.24 -1.97 -0.56
C 0.3104 0.4869 -2.2047 0.99 -1.63 -3.92 0.79
O 0.6254 0.0977 -3.4453 -1.83 2.43 8.49 -0.56
C -0.7882 1.6434 -1.7026 -0.17 -1.57 -0.04 -0.52
C -1.1376 0.9484 -0.2595 0.94 0.51 -0.84 -0.24
C -2.2004 1.6556 0.7685 0.05 -0.56 0.10 -0.42
C -2.9220 0.4021 1.6081 0.01 1.40 0.02 -0.41
C -4.2602 -0.1897 0.8690 0.39 -0.72 0.74 -0.42
C -3.9886 -1.4109 -0.1906 0.07 0.59 -1.10 -0.23
N -5.3478 -1.9463 -0.6861 1.73 -1.24 -0.90 -0.84
H 3.7632 -3.4596 0.5255 -0.08 1.80 -1.70 0.17
H 2.6677 -2.0200 -0.1447 2.15 -1.12 -0.48 0.19
H 3.4960 -3.2497 -1.3593 0.42 1.38 2.17 0.21
H 5.9671 -0.2851 0.5206 -2.03 -1.24 0.01 0.20
H 4.5009 -1.0072 1.5471 0.72 0.37 -2.10 0.18
H 3.4866 0.1881 -1.1054 0.51 0.79 2.07 0.24
H 4.6212 1.5118 -0.3839 -1.28 -2.09 0.68 0.21
H 2.4550 0.0878 1.6144 1.02 1.92 -1.21 0.20
H 3.3845 1.7199 1.8616 -1.14 -1.35 -1.96 0.22
H 1.1378 2.6801 1.0674 0.68 -2.04 -1.24 0.22
H 1.8417 2.2226 -0.6410 -1.06 -1.02 1.99 0.22
H 0.2294 -0.0728 1.2139 1.06 0.94 -2.29 0.22
H -0.2475 2.6801 -1.7490 -1.18 -1.96 0.42 0.25
H -1.7953 1.6470 -2.3166 2.46 -0.01 0.74 0.25
H -1.5530 -0.1083 -0.5936 0.61 2.15 0.91 0.22
H -1.7000 2.3900 1.5527 -0.75 -1.58 -1.77 0.22
H -3.0037 2.3101 0.1776 1.70 -1.60 1.20 0.22
H -3.2476 0.8637 2.6365 0.57 -1.05 -1.89 0.22
H -2.0800 -0.3853 1.8194 -1.79 1.25 -0.42 0.20
H -4.9614 -0.6271 1.7304 1.41 0.93 -2.03 0.22
H -4.8209 0.6981 0.3508 1.00 -1.81 0.89 0.22
H -3.3483 -2.2987 0.2245 -1.16 1.91 -0.38 0.20
H -3.4362 -1.0432 -1.1800 -0.81 -0.47 2.36 0.18
H -5.3674 -1.7805 -1.7329 -0.12 -0.24 1.72 0.36
H -5.2622 -3.0036 -0.6159 -0.42 1.74 -0.12 0.36
```
Positions in Å, forces in eV/Å.

=====

Table of total energy (Ha), in record order: -5934.58735 -2110.78843 -1749.97129 -1215.01152 -790.54448